A molecular structure, C20H30InO32S7, computed with wB97M-V/def2-TZVPD.

Output
energy relative to the best compared isomer or geometry (same formula, charge and spin): 187.1 kcal/mol
E_HOMO: -0.4576 Ha
E: -167740.97874 eV
total charge: +1
spin multiplicity: 1

Last column: Löwdin charge in e.
Positions of all 90 atoms, in Å:
In: 3.805 0.492 0.603  1.178
C: 0.320 1.748 -1.939  0.155
C: 0.548 1.181 -0.693  -0.257
C: 0.426 -0.365 -0.361  -0.251
O: 1.049 -0.893 0.552  0.041
C: -0.249 -1.091 -1.447  0.214
C: -0.526 -0.526 -2.683  -0.275
C: -0.201 0.951 -2.882  -0.275
O: -0.214 1.461 -4.065  0.137
O: -1.130 -1.256 -3.518  0.171
O: 1.301 1.804 0.114  -0.060
H: 0.503 2.777 -2.213  0.162
H: -0.537 -2.127 -1.347  0.126
C: -1.011 -2.186 2.733  -0.137
C: -0.197 -1.217 3.575  -0.281
O: -0.653 -1.174 4.836  -0.193
S: -1.526 -2.474 5.293  0.818
O: -2.957 -2.043 5.318  -0.248
O: -0.902 -3.220 6.434  -0.248
O: -1.118 -3.156 3.809  -0.211
H: -0.333 -2.606 1.991  0.099
H: -1.839 -1.617 2.310  0.135
H: -0.418 -0.187 3.295  0.121
H: 0.891 -1.184 3.634  0.135
C: 1.313 -5.302 -3.748  -0.153
C: 1.824 -4.977 -2.336  -0.237
O: 1.596 -6.118 -1.595  -0.210
S: 0.384 -7.083 -2.213  0.754
O: -0.821 -7.162 -1.397  -0.224
O: 0.941 -8.323 -2.772  -0.231
O: 0.154 -5.997 -3.398  -0.212
H: 1.976 -5.984 -4.279  0.142
H: 1.029 -4.346 -4.189  0.139
H: 1.324 -4.105 -1.915  0.106
H: 2.885 -4.748 -2.234  0.127
C: 4.739 -5.743 0.991  -0.130
C: 4.851 -4.839 2.263  -0.118
O: 3.646 -4.043 2.267  -0.210
S: 2.935 -3.917 0.787  0.751
O: 3.331 -2.600 0.176  -0.403
O: 1.502 -4.281 0.861  -0.234
O: 3.794 -5.152 0.106  -0.207
H: 4.487 -6.788 1.172  0.142
H: 5.731 -5.670 0.545  0.131
H: 5.740 -4.215 2.351  0.129
H: 4.730 -5.348 3.220  0.138
C: -1.536 6.928 -3.713  -0.152
C: -1.662 5.436 -3.378  -0.173
O: -2.004 5.405 -2.002  -0.253
S: -2.457 6.843 -1.293  0.754
O: -2.000 7.064 0.075  -0.226
O: -3.841 7.074 -1.628  -0.216
O: -1.406 7.552 -2.416  -0.235
H: -2.498 7.254 -4.107  0.126
H: -0.706 7.217 -4.358  0.138
H: -0.707 4.913 -3.436  0.117
H: -2.452 5.039 -4.016  0.136
C: 3.484 6.856 -0.709  -0.196
C: 2.042 6.392 -1.107  -0.137
O: 1.702 5.226 -0.334  -0.222
S: 2.862 4.912 0.866  0.767
O: 3.565 3.623 0.684  -0.374
O: 2.242 5.219 2.131  -0.220
O: 3.751 6.297 0.511  -0.198
H: 3.563 7.939 -0.607  0.142
H: 4.374 6.457 -1.195  0.133
H: 2.003 6.122 -2.163  0.129
H: 1.446 7.258 -0.819  0.132
C: -2.447 4.501 1.848  -0.171
C: -1.250 3.621 1.803  -0.193
O: -1.681 2.467 2.493  -0.244
S: -2.599 2.851 3.841  0.776
O: -1.708 3.311 4.858  -0.233
O: -3.673 1.857 4.244  -0.253
O: -3.150 4.261 3.101  -0.197
H: -3.140 4.467 1.007  0.131
H: -2.151 5.543 1.968  0.119
H: -0.405 3.947 2.410  0.131
H: -0.972 3.347 0.785  0.120
C: -2.746 -3.195 -0.438  -0.213
C: -2.894 -4.564 -1.011  -0.204
O: -4.254 -4.789 -0.949  -0.198
S: -4.999 -3.984 0.362  0.771
O: -5.123 -4.995 1.460  -0.245
O: -6.176 -3.324 -0.136  -0.218
O: -3.729 -3.021 0.518  -0.195
H: -2.730 -2.368 -1.148  0.124
H: -1.938 -3.080 0.284  0.111
H: -2.648 -5.375 -0.325  0.132
H: -2.477 -4.857 -1.975  0.139


A molecular structure, C20H30N3O2PRe, computed with wB97M-V/def2-TZVPD.

Output
energy relative to the best compared isomer or geometry (same formula, charge and spin): 0.0 kcal/mol
E_HOMO (alpha / beta): -0.7803 / -0.8165 Ha
E: -41162.18639 eV
<S²>: 3.77
total charge: +4
spin multiplicity: 4

Last column: Löwdin spin population.
Positions of all 57 atoms, in Å:
N: -2.026 -0.638 0.507  0.092
C: -3.060 -0.754 1.041  0.010
C: -4.226 -1.227 1.739  0.002
H: -4.568 -2.143 1.252  0.000
H: -5.020 -0.482 1.713  0.001
H: -3.954 -1.451 2.772  0.000
N: 0.127 3.236 0.171  0.025
C: 0.235 4.387 0.323  0.117
C: 0.562 5.705 0.782  0.024
H: -0.373 6.264 0.988  0.005
H: 1.171 6.204 -0.004  0.008
H: 1.157 5.538 1.713  0.004
N: 0.894 -0.018 -2.244  0.087
C: 1.225 -0.196 -3.350  0.002
C: 1.812 -0.760 -4.530  0.000
H: 2.897 -0.725 -4.421  0.000
H: 1.503 -0.188 -5.400  0.000
H: 1.477 -1.795 -4.631  0.000
Re: -0.227 1.462 -0.237  1.357
C: 1.691 1.426 -0.115  0.037
O: 2.846 1.502 0.027  0.037
C: -0.351 1.326 1.674  0.042
O: -0.277 1.307 2.848  0.058
C: -2.864 1.912 -0.742  0.013
C: -2.676 0.852 -1.653  0.097
C: -1.714 0.930 -2.654  0.113
C: -0.937 2.101 -2.818  0.018
C: -1.153 3.183 -1.955  0.057
C: -2.108 3.086 -0.907  0.058
H: -3.609 1.846 0.034  -0.001
H: -3.324 -0.008 -1.621  0.002
H: -1.608 0.109 -3.347  0.003
H: -0.213 2.177 -3.611  0.000
H: -0.533 4.067 -2.086  0.003
H: -2.269 3.903 -0.210  0.002
C: 2.505 -0.755 3.036  0.006
C: 2.431 -1.381 1.632  0.077
P: 0.847 -1.253 0.690  0.429
C: 1.246 -2.349 -0.759  0.062
C: 1.754 -3.755 -0.467  0.034
C: -0.298 -2.267 1.740  0.047
C: 0.268 -3.445 2.524  0.026
H: 2.644 0.338 2.986  0.001
H: 3.394 -1.179 3.531  0.003
H: 1.632 -0.982 3.670  0.001
H: 3.184 -0.905 0.979  0.000
H: 2.632 -2.461 1.706  0.023
H: 0.319 -2.365 -1.362  0.000
H: 1.987 -1.773 -1.344  -0.001
H: 0.938 -4.382 -0.089  0.000
H: 2.138 -4.194 -1.398  0.009
H: 2.578 -3.734 0.256  0.001
H: -0.758 -1.517 2.422  0.002
H: -1.099 -2.595 1.046  0.000
H: 1.057 -3.106 3.207  0.001
H: -0.555 -3.872 3.112  0.006
H: 0.651 -4.209 1.835  0.001